20
Properties=species:S:1:pos:R:3 method="wB97M-V/def2-TZVPD" homo_ev="-8.35 / -8.35" max_force_ev_per_a=4.99
O 2.29478 -1.27258 1.15343
N 1.04156 0.22048 0.17154
C -2.03633 -1.68655 -0.30547
C 3.40484 0.24379 -0.47317
C -0.70959 -1.50799 -0.20207
C -0.45307 2.07022 0.42367
C -2.96218 -0.63575 -0.09951
C -2.54235 0.65255 0.10999
C 2.22270 -0.36056 0.36206
C -1.11558 0.94193 0.11777
C -0.15951 -0.18148 0.08970
H 4.16411 -0.64053 -0.54789
H 2.88206 0.49956 -1.47792
H 0.07265 -2.37641 -0.19705
H -2.57049 -2.56622 -0.57413
H 0.57182 2.13940 0.54282
H -0.88755 2.95885 0.49007
H -3.91966 -1.06068 -0.06350
H 3.76759 1.00187 0.12593
H -3.06580 1.56009 0.35374



111
Properties=species:S:1:pos:R:3 method="wB97M-V/def2-TZVPD" homo_ev=-8.84 max_force_ev_per_a=1.39
Br -0.89437 -4.73201 -4.76306
Br 0.42318 -5.71385 -2.21507
F -0.34992 -3.32391 -1.30123
F -1.80649 -4.90863 -1.01738
F -2.99248 -4.39908 -3.13161
O 6.49303 2.35689 -3.69928
O -4.39336 2.76029 4.04231
O -2.53639 3.74799 3.22267
O -4.27728 -2.50305 5.14838
O 7.88848 0.72911 -4.38768
O 2.48995 3.70860 -5.57350
O -5.91171 -1.67926 3.84486
O -6.12648 -1.59218 6.06143
O 6.39881 -3.52739 -0.08528
O 5.37939 -1.59863 -0.55155
O -3.78492 -2.79460 -0.28737
O 6.24727 -1.93374 1.50016
O 0.76263 2.26545 -5.50897
O 0.62848 -1.41851 5.04478
O 2.66717 1.66275 -6.50142
O -4.06372 4.97163 4.29536
O 7.29867 2.40151 -5.77908
N 3.57351 3.03795 -1.95764
N -0.97802 0.45509 -2.41085
N -6.01611 -1.87445 -0.58015
N -0.03210 1.27382 0.13776
C 0.38725 1.80974 -0.97479
C -2.16352 5.11460 3.02215
C -0.95662 -4.36020 -1.88381
C 1.41977 2.90000 -0.91291
C -7.18774 -0.79124 5.52779
C 2.01959 2.65275 -5.83863
C 5.51437 -2.28661 -1.79972
C -4.98707 -2.34174 -0.42084
C -0.81533 0.06816 2.52321
C 1.89980 -1.10976 4.51421
C -1.74453 -3.90295 -3.18629
C -0.94746 0.25962 0.01932
C -3.73049 3.72871 3.86950
C -0.08203 1.38312 -2.23781
C -0.13706 -0.28677 5.44758
C -2.35126 -1.39762 1.10611
C 6.28368 3.41552 -5.71706
C 3.11954 0.96074 -0.76702
C -1.70390 -2.40553 -3.42548
C -2.36777 -1.16848 -1.33810
C -2.90273 -2.19094 2.26861
C 1.87172 0.47501 -6.41793
C -2.84076 -1.61929 -2.70426
C 5.76897 -3.71148 -1.35569
C -1.57597 -0.33738 4.95094
C 7.29232 1.73478 -4.60085
C -1.85374 -3.20254 2.76579
C -1.40581 -0.39135 1.20997
C -7.25734 -1.26255 4.09037
C -5.33763 -1.97951 5.03356
C 0.48367 1.03212 -6.17970
C -2.93120 5.82526 4.11570
C 6.12935 3.63721 -4.23428
C 2.77963 2.34594 -1.25195
C -1.80996 0.43720 3.65084
C 6.03176 -2.31621 0.39907
C -2.81923 -1.75579 -0.18502
C -1.41870 -0.12119 -1.25057
H 0.33117 0.65085 5.14052
H 2.56952 -1.93757 4.73902
H -2.19769 0.11137 5.72677
H -7.91998 -2.12021 3.96171
H -1.08653 5.23315 3.10874
H 1.16460 3.73984 -1.55258
H 0.33147 1.85729 -3.12213
H -2.47771 5.42108 2.02285
H -3.29177 -1.56832 3.05766
H 1.87996 -0.99216 3.42884
H 5.10889 3.89449 -3.95932
H 4.84585 -4.27660 -1.21192
H 4.61063 -2.18026 -2.39525
H 1.42069 3.26855 0.11208
H 6.59391 4.30476 -6.25892
H 2.22900 -0.12891 -5.58170
H -6.90871 0.26053 5.60930
H 6.42087 -4.25956 -2.03075
H -8.10891 -0.96045 6.07915
H 4.41996 2.48571 -2.10350
H 6.81095 4.39163 -3.83741
H 6.35602 -1.85889 -2.34769
H 3.00892 0.87309 0.31119
H 1.95058 -0.10370 -7.33421
H -7.54832 -0.48008 3.39493
H 4.13609 0.70180 -1.04129
H -0.17432 -0.74046 2.86721
H -1.54980 -3.83492 1.93385
H -1.93467 -1.35833 4.86033
H -2.28683 -3.78578 3.57209
H -0.16255 -0.29524 6.53967
H -3.02850 -0.75157 -3.32348
H -3.24682 6.82687 3.83603
H -0.75486 -1.98153 -3.12319
H -0.15950 0.91385 2.37716
H -0.04592 1.24896 -7.10874
H -1.78899 -2.22904 -4.49094
H 2.33460 -0.22839 4.98444
H -3.72499 -2.23475 -2.63147
H -0.13553 0.38984 -5.55803
H -1.64129 1.48028 3.91305
H 5.36907 3.02315 -6.16446
H -2.37507 5.87457 5.05355
H -2.84928 0.39035 3.34599
H -0.96216 -2.70629 3.13353
H -3.74379 -2.78196 1.92751
H 2.45094 0.23985 -1.23884



81
Properties=species:S:1:pos:R:3 method="wB97M-V/def2-TZVPD" homo_ev=-6.20 max_force_ev_per_a=1.96
F 5.45841 -7.97257 0.98704
F 3.88562 -5.94811 0.02241
F 5.34106 -8.63418 3.65672
F 3.63512 -7.28386 5.33430
F 1.90700 -5.42227 4.30258
O 0.95879 -7.54666 0.91171
O -0.01081 3.11179 1.37450
O 1.93958 -0.66234 1.89756
O -0.21795 1.36325 2.80845
N -0.34696 -4.26473 0.74711
N -0.35404 -6.20577 -0.44019
C -1.60077 4.95594 1.35212
C -4.96026 1.39842 0.03493
C -0.57785 -4.13020 -1.74842
C -2.54291 0.04059 0.63786
C -0.96820 -4.87560 -0.46369
C 4.63750 1.45077 -0.74614
C 3.81827 -6.28541 1.33852
C -2.49432 -5.03722 -0.37255
C -0.58373 -7.23156 -1.43795
C 2.87884 -5.65148 2.14859
C 1.94183 -4.63446 1.59140
C -4.48392 0.38514 -0.81419
C 2.83116 -6.01011 3.49417
C 0.43917 1.94507 1.93697
C -4.25153 1.71617 1.19808
C 0.52287 -5.18275 1.47266
C -3.26463 -0.24198 -0.54907
C -3.08217 1.02041 1.51697
C 0.43865 -6.46760 0.63814
C -1.19006 -1.99323 0.57668
C 3.21049 1.72650 -1.24689
C 1.73906 1.64222 1.35588
C 3.68134 -6.97536 4.02068
C 4.56982 -7.64099 3.17556
C -1.29368 -0.65008 0.93220
C 4.63797 -7.30097 1.81897
C 4.70832 0.34046 0.30751
C 2.59372 2.98816 -0.64451
C -1.26183 3.58800 1.88376
C 2.47132 0.43828 1.67235
C 2.47834 2.86089 0.87025
C -0.37798 -2.97082 1.13748
C 4.01778 0.59070 1.65966
H -2.97345 -4.10290 -0.06879
H -4.59924 2.51781 1.86196
H 4.43246 -0.12849 2.38031
H -2.87588 -5.33707 -1.35948
H -2.83772 -0.95236 -1.25654
H -1.61531 -7.60903 -1.42645
H 0.51891 -4.10741 -1.83910
H -1.51775 5.01079 0.26156
H 2.28702 -4.36226 0.58540
H -0.98684 5.72876 1.82273
H -0.95948 -3.10533 -1.72969
H -1.22411 3.58083 2.98187
H -0.37159 -6.84721 -2.44188
H 3.49054 2.88952 1.27616
H 2.57056 0.88142 -0.97923
H 3.20724 3.87515 -0.86779
H 3.18577 1.79415 -2.34350
H -2.73536 -5.83122 0.34566
H -2.64246 5.14581 1.62490
H 5.12393 2.36877 -0.37972
H -1.01318 -4.65478 -2.61280
H -2.02751 2.89119 1.52906
H -1.84524 -2.32458 -0.22097
H 1.60085 3.16968 -1.07722
H 0.21985 -2.73131 2.02121
H 1.93889 3.72519 1.25726
H -5.87932 1.93581 -0.21713
H 5.77025 0.12785 0.51277
H 5.21346 1.11341 -1.62035
H 4.29843 1.58441 2.03705
H 0.08783 -8.07279 -1.22532
H -2.53057 1.20850 2.44572
H -5.05112 0.09434 -1.68828
H 0.12259 -5.37844 2.48797
H -0.54582 -0.19791 1.57217
H 1.91884 -3.73648 2.22333
H 4.27993 -0.57262 -0.12987



14
Properties=species:S:1:pos:R:3 method="wB97M-V/def2-TZVPD" homo_ev="-7.94 / -6.87" max_force_ev_per_a=1.82
O 0.23760 -0.70065 1.14376
O 0.96845 -0.88753 -1.31612
C -1.03584 -0.23248 0.82744
C -1.11664 0.14139 -0.73329
C 1.06172 0.46869 1.17711
C 0.12058 0.13574 -1.42040
H 0.81048 -1.32256 -0.44017
H -1.76923 -0.97864 1.14236
H -1.73159 1.01909 -0.92859
H -1.65049 -0.77737 -1.02425
H 1.92510 0.35506 0.51202
H 0.50930 0.97575 -1.99093
H 0.37172 1.28493 0.91747
H 1.39375 0.63350 2.20076



22
Properties=species:S:1:pos:R:3 method="wB97M-V/def2-TZVPD" homo_ev="-8.81 / -8.82" max_force_ev_per_a=2.76 spin_multiplicity=2
O -0.44537 -3.71509 -0.95447
N -0.91348 0.01843 -0.62069
C 0.04387 2.60386 2.13140
C 0.50488 -1.69434 -1.84911
C 0.34431 -0.30823 -1.28609
C -0.32780 1.93760 0.74640
C 0.48305 -2.81098 -0.66842
C -0.78394 0.45720 0.75898
H 1.46228 -1.72240 -2.37426
H 0.51036 -2.21562 0.26641
H 1.16905 -0.20798 -0.58600
H -0.78784 2.44078 2.80725
H 0.55558 0.44663 -2.04897
H -0.47942 -2.04822 -2.25552
H 1.03928 2.28013 2.38662
H -1.20753 2.51403 0.40376
H 0.53307 2.13675 0.10729
H 0.02412 -0.04933 1.31547
H 0.13635 3.66975 1.94372
H 1.45158 -3.36688 -0.64652
H -1.55090 -0.74787 -0.79188
H -1.76152 0.38178 1.21465



63
Properties=species:S:1:pos:R:3 method="wB97M-V/def2-TZVPD" homo_ev="-7.42 / -7.43" max_force_ev_per_a=3.68 spin_multiplicity=2
Sb 2.09880 1.40530 -0.81347
Sb 0.05344 -1.48223 -0.53747
Ru -0.54328 1.62390 -0.13634
S 0.33096 3.89966 -0.06396
S -2.71402 3.01608 -0.16396
S -0.68399 1.10938 2.17012
N -2.41551 0.29836 -0.17632
N -0.20907 7.50116 -0.37040
N -4.17372 6.38848 -0.14873
C -2.54188 0.59023 -2.58177
C -4.85268 -1.00227 -0.06741
C -2.69598 -0.18308 3.42888
C -2.24803 4.66438 -0.15607
C 3.20074 -0.12513 -1.95262
C -0.95815 5.03996 -0.16065
C -4.64150 -1.15431 2.39728
C 2.63287 0.73791 1.15254
C -2.91310 -0.08793 1.03804
C -3.91587 -0.87193 3.52115
C 3.50462 3.01358 -0.76653
C -3.09531 0.08202 -1.28624
C 1.67478 -2.66873 -1.41329
C 5.00771 -1.05802 -0.52900
C 3.58622 -3.33916 0.03044
C -3.30319 5.63736 -0.15703
C 3.01570 -2.38557 -0.81614
C -0.56593 6.41295 -0.26409
C -4.34079 -0.58317 -1.25560
C 0.31345 -2.39051 1.39095
C -1.52650 -2.82453 -1.11455
C 5.56311 -2.01520 0.30064
C -2.18374 0.21712 2.21150
C -4.15146 -0.76275 1.13563
C 3.73958 -1.21590 -1.09130
C 4.84105 -3.16440 0.58879
H -2.13682 0.05549 4.32511
H -5.80235 -1.52276 -0.02424
H 4.46879 2.62105 -0.44659
H 1.38039 -2.45405 1.60393
H -4.87383 -0.74880 -2.18233
H -5.59486 -1.66457 2.45399
H -1.86549 -2.61856 -2.12941
H 2.62264 1.61340 1.80232
H -0.17821 -1.81012 2.16824
H -1.15568 -3.84760 -1.05928
H 4.00353 0.43842 -2.42703
H 3.62261 0.28422 1.14942
H -2.36475 -2.70407 -0.42841
H -3.11518 1.46434 -2.89604
H -1.50728 0.90725 -2.45858
H -2.59941 -0.16553 -3.36693
H 1.90005 0.02564 1.52496
H 2.52411 -0.48691 -2.72438
H 6.54883 -1.86765 0.72191
H -0.11201 -3.39314 1.34834
H 3.14645 3.75583 -0.05845
H 5.25214 -3.92060 1.24488
H 1.39499 -3.70482 -1.22214
H 3.59321 3.47879 -1.74636
H 5.56906 -0.15908 -0.76292
H 1.65010 -2.49670 -2.49064
H 3.02760 -4.24400 0.24145
H -4.28793 -1.15845 4.49621